No. 1
Computed, not measured: a 5-piece molecular cluster, C15H27FN7 overall, with ωB97M-V/def2-TZVPD.

Summary:
Kohn-Sham gap (eV): 9.74
LUMO (Ha): -0.1225
Multiplicity: 1
Net charge: +1
E_tot (eV): -29132.0264

Cartesian coordinates (Å):
C: 0.431 -2.731 -0.777
C: 0.097 -1.167 -0.904
C: 0.325 -0.381 0.464
C: 1.230 0.943 0.267
N: 2.638 0.515 0.522
C: 3.520 0.673 -0.416
N: 3.406 1.180 -1.774
C: 4.238 0.182 -2.545
C: 5.022 -0.680 -1.422
F: 4.056 -1.704 -1.138
N: 4.958 0.331 -0.323
H: -0.263 -3.305 -1.472
H: 0.220 -3.133 0.260
H: 1.510 -2.952 -1.019
H: 0.659 -0.679 -1.761
H: -1.007 -1.097 -1.168
H: -0.638 -0.020 0.919
H: 0.926 -1.055 1.143
H: 0.928 1.682 1.075
H: 1.102 1.385 -0.759
H: 2.930 0.112 1.437
H: 3.969 2.031 -1.892
H: 4.905 0.636 -3.340
H: 3.531 -0.585 -2.985
H: 6.051 -1.051 -1.654
H: 4.975 -0.110 0.610
C: 2.467 0.513 4.786
C: 2.513 -0.497 3.691
N: 2.550 -1.288 2.836
H: 2.777 0.054 5.725
H: 3.138 1.341 4.554
H: 1.451 0.896 4.893
C: -4.208 -2.637 -0.186
C: -3.962 -1.315 -0.831
N: -3.778 -0.278 -1.337
H: -4.282 -2.513 0.895
H: -5.139 -3.064 -0.560
H: -3.387 -3.318 -0.412
C: -7.738 -0.218 -0.740
C: -8.212 -1.017 0.425
N: -8.579 -1.641 1.333
H: -8.282 0.725 -0.790
H: -6.672 -0.009 -0.636
H: -7.903 -0.773 -1.663
C: -0.261 4.611 -0.955
C: -0.699 3.799 0.216
N: -1.056 3.171 1.143
H: -0.825 5.543 -0.990
H: 0.802 4.840 -0.870
H: -0.434 4.054 -1.877

Atomic forces in eV per Å
-0.392 0.276 -0.222
-0.779 -0.491 0.341
0.853 0.585 -0.872
-1.710 -0.857 1.393
0.885 1.511 -2.375
3.216 0.986 -1.105
-0.110 -1.046 0.201
0.105 -1.837 -0.363
-1.593 1.905 -0.556
1.756 0.442 0.006
-3.241 -2.029 1.570
1.136 0.626 0.693
0.230 0.650 -1.055
-1.160 0.168 0.203
-0.507 -0.669 0.996
1.402 0.117 0.251
0.955 -0.683 -0.352
-1.107 0.785 -0.426
0.584 -0.764 -1.147
0.517 -0.451 1.159
-0.559 -0.054 -0.692
-0.653 0.037 0.844
-0.948 -0.350 1.143
0.917 1.100 0.116
-1.193 0.060 0.422
1.206 -0.176 -0.452
-0.045 -0.524 -0.497
0.041 -0.608 -0.412
0.147 1.461 1.379
-0.005 -0.031 -0.109
-0.019 -0.089 -0.017
0.048 -0.073 -0.055
0.138 0.687 -0.318
0.192 1.291 -0.632
-0.336 -2.192 1.091
-0.016 0.039 -0.086
0.059 0.066 0.013
-0.043 0.076 -0.021
-0.224 -0.411 0.601
-0.231 -0.350 0.526
0.582 0.865 -1.300
0.014 -0.088 0.047
-0.073 -0.007 0.004
-0.015 0.011 0.088
-0.230 -0.455 0.584
-0.790 -1.048 1.736
1.093 1.618 -2.520
0.017 -0.086 0.047
-0.077 -0.008 0.045
-0.037 0.012 0.086

***

No. 2
Computed, not measured: C15H27HgO15S3 as an isolated structure, with ωB97M-V/def2-TZVPD.

Summary:
Kohn-Sham gap (eV): 6.77
LUMO (Ha): 0.0775
Multiplicity: 1
Net charge: -1
E_tot (eV): -83386.1384

Cartesian coordinates (Å):
Hg: 7.726 8.259 12.216
O: 6.531 12.671 11.831
C: 7.288 11.697 11.228
O: 8.223 12.023 10.476
O: 7.002 10.510 11.556
H: 6.832 13.485 11.406
O: 11.422 7.939 10.413
C: 10.315 8.152 11.158
O: 10.146 7.626 12.295
O: 9.361 8.829 10.696
H: 11.790 7.185 10.903
O: 5.387 6.755 8.757
C: 6.356 7.452 9.408
O: 6.948 8.370 8.851
O: 6.632 7.074 10.616
H: 5.252 5.997 9.346
C: 7.546 3.037 14.877
C: 8.900 3.648 15.268
C: 8.674 5.106 15.714
S: 7.137 5.683 14.833
O: 7.447 6.634 13.780
O: 6.025 5.868 15.736
C: 6.835 4.036 14.005
H: 6.984 2.669 15.739
H: 7.778 2.069 14.422
H: 9.497 3.730 14.361
H: 9.370 3.033 16.032
H: 9.536 5.703 15.421
H: 8.502 5.318 16.769
H: 7.260 4.094 13.000
H: 5.786 3.852 13.776
C: 3.343 11.412 15.030
C: 2.626 10.052 15.008
C: 3.618 8.866 15.038
S: 5.279 9.563 14.857
O: 5.926 8.958 13.721
O: 5.975 9.756 16.125
C: 4.642 11.142 14.298
H: 3.499 11.738 16.058
H: 2.844 12.179 14.441
H: 1.944 10.081 14.156
H: 1.915 9.957 15.832
H: 3.446 8.205 14.188
H: 3.457 8.220 15.899
H: 4.495 10.898 13.241
H: 5.500 11.815 14.296
C: 9.591 12.414 14.456
C: 11.089 11.946 14.263
C: 11.133 10.396 14.345
S: 9.527 9.855 15.052
O: 9.705 9.009 16.220
O: 8.592 9.465 14.012
C: 9.070 11.559 15.553
H: 9.069 12.006 13.584
H: 9.537 13.447 14.787
H: 11.745 12.393 15.007
H: 11.420 12.255 13.272
H: 11.805 10.148 15.167
H: 11.262 9.683 13.530
H: 9.662 11.583 16.476
H: 8.020 11.477 15.834

Atomic forces in eV per Å
0.016 1.192 -2.577
-0.578 0.825 0.149
2.112 -2.675 -0.780
-0.799 1.086 0.467
-0.944 0.798 0.717
0.031 -0.085 0.078
0.231 -0.639 0.762
-3.768 1.148 0.144
1.995 -1.249 0.625
1.686 0.095 -0.968
0.455 0.260 -0.327
-0.256 -0.854 0.284
2.735 2.601 0.431
-1.251 -0.867 -0.419
-1.086 -1.229 0.409
-0.284 0.120 -0.145
0.506 -1.244 0.311
-0.961 0.725 0.139
-0.116 0.519 -0.071
-0.048 -1.907 -1.459
-0.147 -1.065 1.667
0.584 0.499 0.139
0.147 0.486 -0.473
-0.219 0.802 0.241
-0.167 0.265 -0.719
0.257 -0.382 0.110
0.289 0.176 -0.055
-0.339 0.382 -0.226
-0.192 -0.410 0.053
0.512 0.187 0.194
-0.195 0.282 0.736
0.906 -0.215 -0.152
-1.032 0.264 0.299
-0.777 -0.331 -0.258
-0.114 1.147 -0.005
-0.463 -0.464 0.870
-0.567 -0.556 -0.679
0.964 -0.720 -0.485
0.124 0.209 -0.089
-0.433 -0.010 0.373
0.467 -0.567 -0.395
0.262 0.105 0.253
0.340 0.165 -0.193
0.516 0.299 0.303
-0.257 0.319 -0.067
-0.284 0.338 0.286
1.076 -1.367 0.144
-0.975 -0.279 -1.102
-0.547 -0.440 1.609
-0.378 1.184 0.173
0.035 0.107 -0.635
0.840 0.355 0.970
0.409 -2.337 1.616
-0.289 1.392 -0.458
-0.259 0.224 -0.920
-0.014 -0.121 0.102
0.059 0.147 0.049
0.171 -0.370 -0.235
0.270 0.670 -0.542
-0.129 0.593 0.098
-0.126 0.413 -0.371

***

No. 3
Computed, not measured: C15H27N2O4P2Ti as an isolated structure, with ωB97M-V/def2-TZVPD.

Summary:
Kohn-Sham gap (alpha / beta) (eV): 7.67 / 6.91
LUMO (alpha / beta) (Ha): -0.1249 / -0.1993
Multiplicity: 3
Net charge: +1
E_tot (eV): -68851.1950

Cartesian coordinates (Å):
Ti: 0.066 -0.536 0.709
P: -2.314 -0.165 0.221
C: -2.143 0.312 -1.477
C: -0.862 0.674 -1.937
N: 0.278 0.343 -1.202
C: 1.498 0.764 -1.597
C: 1.665 1.522 -2.751
C: 0.548 1.837 -3.531
C: -0.698 1.402 -3.137
C: 2.712 0.458 -0.743
P: 2.412 -1.018 0.322
H: -1.606 1.646 -3.673
H: 2.667 1.852 -2.981
H: 0.670 2.436 -4.426
H: 3.601 0.275 -1.372
H: 2.938 1.312 -0.075
H: -2.172 -1.835 -3.250
H: -2.986 0.469 -2.156
H: -0.662 -4.110 -1.941
O: -1.963 -2.771 -3.451
H: -2.548 -3.017 -4.193
H: -0.175 -2.108 0.970
O: -0.288 -4.496 -1.118
H: 0.524 -4.015 -0.927
C: 2.896 -2.370 -0.770
H: 3.934 -2.283 -1.116
H: 2.752 -3.298 -0.203
H: 2.208 -2.378 -1.623
C: 3.695 -0.943 1.570
H: 3.587 -1.854 2.171
H: 4.716 -0.870 1.173
H: 3.469 -0.082 2.208
C: -3.085 1.258 1.047
H: -4.056 1.473 0.585
H: -3.202 1.058 2.120
H: -2.429 2.125 0.909
C: -3.431 -1.565 0.406
H: -3.572 -1.733 1.482
H: -4.395 -1.385 -0.080
H: -2.939 -2.448 -0.018
O: -0.925 -0.274 3.549
C: -0.455 0.814 3.260
C: -0.508 2.142 4.004
C: 0.107 3.153 3.046
C: 0.437 2.374 1.788
O: 0.783 2.802 0.695
N: 0.215 1.031 2.055
H: -1.535 2.411 4.298
H: 0.085 2.047 4.925
H: -0.560 3.991 2.794
H: 1.045 3.571 3.438

Atomic forces in eV per Å
-0.096 1.677 1.317
-0.184 -0.508 0.968
-0.222 0.184 -0.631
1.146 0.092 -0.303
0.039 0.242 -0.422
-0.465 0.043 0.181
-0.540 0.017 -0.215
0.636 0.026 0.158
-0.472 -0.151 0.310
0.118 -0.050 0.110
1.015 0.070 -0.528
0.188 0.075 -0.207
-0.050 0.119 -0.266
-0.066 -0.068 0.036
-0.348 0.233 0.144
-0.262 -0.223 -0.365
0.113 -0.849 -0.262
0.211 0.028 0.196
0.390 -0.250 0.683
-0.405 0.640 -0.155
0.386 0.172 0.508
-0.215 -1.350 0.005
-0.344 0.350 -0.653
-0.202 -0.024 -0.118
-0.228 -0.354 -0.035
-0.284 -0.039 0.107
0.175 0.037 -0.242
0.206 -0.092 0.009
0.154 0.015 0.471
0.190 0.203 0.002
-0.325 -0.029 0.047
0.203 -0.167 0.003
-0.195 0.322 -0.246
0.123 0.019 0.242
0.023 -0.069 -0.293
-0.151 -0.113 0.062
-0.328 -0.109 -0.278
0.034 0.061 -0.263
0.070 -0.145 0.136
-0.176 0.131 0.076
0.319 0.642 -0.147
0.154 0.316 -0.524
-0.228 -0.085 0.643
0.227 0.679 -0.154
-0.235 -0.336 -0.201
-0.027 -0.225 0.820
-0.108 -0.635 -0.440
0.337 -0.295 -0.067
-0.285 -0.037 -0.164
0.283 -0.220 0.101
-0.296 0.033 -0.159

***

Q: The lowest E_tot belongs to which entry?
A: C15H27HgO15S3

***

Repeat the first record exactly.
Computed, not measured: a 5-piece molecular cluster, C15H27FN7 overall, with ωB97M-V/def2-TZVPD.

Summary:
Kohn-Sham gap (eV): 9.74
LUMO (Ha): -0.1225
Multiplicity: 1
Net charge: +1
E_tot (eV): -29132.0264

Cartesian coordinates (Å):
C: 0.431 -2.731 -0.777
C: 0.097 -1.167 -0.904
C: 0.325 -0.381 0.464
C: 1.230 0.943 0.267
N: 2.638 0.515 0.522
C: 3.520 0.673 -0.416
N: 3.406 1.180 -1.774
C: 4.238 0.182 -2.545
C: 5.022 -0.680 -1.422
F: 4.056 -1.704 -1.138
N: 4.958 0.331 -0.323
H: -0.263 -3.305 -1.472
H: 0.220 -3.133 0.260
H: 1.510 -2.952 -1.019
H: 0.659 -0.679 -1.761
H: -1.007 -1.097 -1.168
H: -0.638 -0.020 0.919
H: 0.926 -1.055 1.143
H: 0.928 1.682 1.075
H: 1.102 1.385 -0.759
H: 2.930 0.112 1.437
H: 3.969 2.031 -1.892
H: 4.905 0.636 -3.340
H: 3.531 -0.585 -2.985
H: 6.051 -1.051 -1.654
H: 4.975 -0.110 0.610
C: 2.467 0.513 4.786
C: 2.513 -0.497 3.691
N: 2.550 -1.288 2.836
H: 2.777 0.054 5.725
H: 3.138 1.341 4.554
H: 1.451 0.896 4.893
C: -4.208 -2.637 -0.186
C: -3.962 -1.315 -0.831
N: -3.778 -0.278 -1.337
H: -4.282 -2.513 0.895
H: -5.139 -3.064 -0.560
H: -3.387 -3.318 -0.412
C: -7.738 -0.218 -0.740
C: -8.212 -1.017 0.425
N: -8.579 -1.641 1.333
H: -8.282 0.725 -0.790
H: -6.672 -0.009 -0.636
H: -7.903 -0.773 -1.663
C: -0.261 4.611 -0.955
C: -0.699 3.799 0.216
N: -1.056 3.171 1.143
H: -0.825 5.543 -0.990
H: 0.802 4.840 -0.870
H: -0.434 4.054 -1.877

Atomic forces in eV per Å
-0.392 0.276 -0.222
-0.779 -0.491 0.341
0.853 0.585 -0.872
-1.710 -0.857 1.393
0.885 1.511 -2.375
3.216 0.986 -1.105
-0.110 -1.046 0.201
0.105 -1.837 -0.363
-1.593 1.905 -0.556
1.756 0.442 0.006
-3.241 -2.029 1.570
1.136 0.626 0.693
0.230 0.650 -1.055
-1.160 0.168 0.203
-0.507 -0.669 0.996
1.402 0.117 0.251
0.955 -0.683 -0.352
-1.107 0.785 -0.426
0.584 -0.764 -1.147
0.517 -0.451 1.159
-0.559 -0.054 -0.692
-0.653 0.037 0.844
-0.948 -0.350 1.143
0.917 1.100 0.116
-1.193 0.060 0.422
1.206 -0.176 -0.452
-0.045 -0.524 -0.497
0.041 -0.608 -0.412
0.147 1.461 1.379
-0.005 -0.031 -0.109
-0.019 -0.089 -0.017
0.048 -0.073 -0.055
0.138 0.687 -0.318
0.192 1.291 -0.632
-0.336 -2.192 1.091
-0.016 0.039 -0.086
0.059 0.066 0.013
-0.043 0.076 -0.021
-0.224 -0.411 0.601
-0.231 -0.350 0.526
0.582 0.865 -1.300
0.014 -0.088 0.047
-0.073 -0.007 0.004
-0.015 0.011 0.088
-0.230 -0.455 0.584
-0.790 -1.048 1.736
1.093 1.618 -2.520
0.017 -0.086 0.047
-0.077 -0.008 0.045
-0.037 0.012 0.086

***

What did the first record say?
Computed, not measured: a 5-piece molecular cluster, C15H27FN7 overall, with ωB97M-V/def2-TZVPD.

Summary:
Kohn-Sham gap (eV): 9.74
LUMO (Ha): -0.1225
Multiplicity: 1
Net charge: +1
E_tot (eV): -29132.0264

Cartesian coordinates (Å):
C: 0.431 -2.731 -0.777
C: 0.097 -1.167 -0.904
C: 0.325 -0.381 0.464
C: 1.230 0.943 0.267
N: 2.638 0.515 0.522
C: 3.520 0.673 -0.416
N: 3.406 1.180 -1.774
C: 4.238 0.182 -2.545
C: 5.022 -0.680 -1.422
F: 4.056 -1.704 -1.138
N: 4.958 0.331 -0.323
H: -0.263 -3.305 -1.472
H: 0.220 -3.133 0.260
H: 1.510 -2.952 -1.019
H: 0.659 -0.679 -1.761
H: -1.007 -1.097 -1.168
H: -0.638 -0.020 0.919
H: 0.926 -1.055 1.143
H: 0.928 1.682 1.075
H: 1.102 1.385 -0.759
H: 2.930 0.112 1.437
H: 3.969 2.031 -1.892
H: 4.905 0.636 -3.340
H: 3.531 -0.585 -2.985
H: 6.051 -1.051 -1.654
H: 4.975 -0.110 0.610
C: 2.467 0.513 4.786
C: 2.513 -0.497 3.691
N: 2.550 -1.288 2.836
H: 2.777 0.054 5.725
H: 3.138 1.341 4.554
H: 1.451 0.896 4.893
C: -4.208 -2.637 -0.186
C: -3.962 -1.315 -0.831
N: -3.778 -0.278 -1.337
H: -4.282 -2.513 0.895
H: -5.139 -3.064 -0.560
H: -3.387 -3.318 -0.412
C: -7.738 -0.218 -0.740
C: -8.212 -1.017 0.425
N: -8.579 -1.641 1.333
H: -8.282 0.725 -0.790
H: -6.672 -0.009 -0.636
H: -7.903 -0.773 -1.663
C: -0.261 4.611 -0.955
C: -0.699 3.799 0.216
N: -1.056 3.171 1.143
H: -0.825 5.543 -0.990
H: 0.802 4.840 -0.870
H: -0.434 4.054 -1.877

Atomic forces in eV per Å
-0.392 0.276 -0.222
-0.779 -0.491 0.341
0.853 0.585 -0.872
-1.710 -0.857 1.393
0.885 1.511 -2.375
3.216 0.986 -1.105
-0.110 -1.046 0.201
0.105 -1.837 -0.363
-1.593 1.905 -0.556
1.756 0.442 0.006
-3.241 -2.029 1.570
1.136 0.626 0.693
0.230 0.650 -1.055
-1.160 0.168 0.203
-0.507 -0.669 0.996
1.402 0.117 0.251
0.955 -0.683 -0.352
-1.107 0.785 -0.426
0.584 -0.764 -1.147
0.517 -0.451 1.159
-0.559 -0.054 -0.692
-0.653 0.037 0.844
-0.948 -0.350 1.143
0.917 1.100 0.116
-1.193 0.060 0.422
1.206 -0.176 -0.452
-0.045 -0.524 -0.497
0.041 -0.608 -0.412
0.147 1.461 1.379
-0.005 -0.031 -0.109
-0.019 -0.089 -0.017
0.048 -0.073 -0.055
0.138 0.687 -0.318
0.192 1.291 -0.632
-0.336 -2.192 1.091
-0.016 0.039 -0.086
0.059 0.066 0.013
-0.043 0.076 -0.021
-0.224 -0.411 0.601
-0.231 -0.350 0.526
0.582 0.865 -1.300
0.014 -0.088 0.047
-0.073 -0.007 0.004
-0.015 0.011 0.088
-0.230 -0.455 0.584
-0.790 -1.048 1.736
1.093 1.618 -2.520
0.017 -0.086 0.047
-0.077 -0.008 0.045
-0.037 0.012 0.086